This record from OMol25 describes 11 unconnected molecules or ions with the total composition C30H86N4O18 in a non-equilibrium geometry. The level of theory is ωB97M-V/def2-TZVPD.

Its relative energy (zero: lowest compared OMol25 entry of this formula, charge and spin) is 3.4136 eV. As for the SMILES: COC[C@H](C)N.COC[C@H](C)N.COC[C@H](C)N.COC[C@H](C)N.OCCO.OCCO.OCCO.OCCO.OCCO.OCCO.OCCO. The value obtained for the energy is -2767.6936 Ha.

Structure (ORCA input):
```
! wB97M-V def2-TZVPD RIJCOSX def2/J DEFGRID3
* xyz 0 1
C -0.8098 -14.7416 -0.2778
C -0.0970 -14.8326 -1.6086
C 1.2077 -15.6556 -1.5619
O 2.1211 -14.9490 -0.7246
C 3.3765 -15.6150 -0.6860
N -1.0153 -15.2853 -2.6331
H -1.4256 -13.8584 -0.1090
H -0.1095 -14.7177 0.5659
H -1.3861 -15.6478 -0.0786
H 0.2520 -13.8534 -1.9472
H 1.6398 -15.6212 -2.5674
H 1.0839 -16.6994 -1.2578
H 4.2163 -15.1867 -1.2350
H 3.3068 -16.6415 -1.0610
H 3.6664 -15.7610 0.3559
H -1.3590 -14.5573 -3.2499
H -1.8149 -15.8379 -2.3557
C 0.1905 -17.6444 -7.1189
C 0.2254 -17.4201 -8.6207
C 0.4070 -18.6670 -9.4567
O 1.7244 -19.1201 -9.4225
C 1.9036 -20.3704 -10.0711
N -0.9931 -16.6269 -9.0232
H 1.2025 -17.9132 -6.8153
H -0.5914 -18.3654 -6.8708
H -0.0847 -16.7727 -6.5202
H 1.0971 -16.8052 -8.8855
H 0.0367 -18.4938 -10.4762
H -0.3307 -19.3646 -9.0289
H 2.8808 -20.7032 -9.7174
H 1.9209 -20.2436 -11.1537
H 1.2217 -21.1384 -9.7000
H -0.9808 -15.8470 -8.3681
H -0.6063 -16.1829 -9.8557
C -4.3668 -23.6994 -5.8930
C -5.4662 -22.6897 -5.4924
C -4.8797 -21.4183 -4.8891
O -5.8465 -20.3690 -4.8568
C -6.4160 -20.1848 -3.5616
N -6.4264 -22.4560 -6.6013
H -3.6286 -23.1170 -6.4533
H -4.7810 -24.4607 -6.5499
H -3.9974 -24.1646 -4.9818
H -5.8763 -23.2835 -4.6646
H -4.0721 -21.0103 -5.5139
H -4.3522 -21.5792 -3.9437
H -6.8738 -21.0940 -3.1715
H -7.0494 -19.2973 -3.5377
H -5.6962 -19.8561 -2.7972
H -7.1384 -21.8673 -6.1793
H -5.8233 -21.8398 -7.1509
C -9.9832 -12.3144 -7.0943
C -9.9087 -13.7175 -6.4642
C -8.5764 -14.4544 -6.5458
O -8.7629 -15.7259 -5.9811
C -7.7324 -16.6998 -6.1847
N -10.2928 -13.5593 -5.0597
H -9.6052 -12.4859 -8.1103
H -9.1694 -11.7219 -6.6638
H -10.9507 -11.8314 -7.0819
H -10.7206 -14.2645 -6.9503
H -7.7590 -13.9355 -6.0214
H -8.1596 -14.4434 -7.5653
H -6.8784 -16.3065 -6.7387
H -8.0817 -17.5614 -6.7489
H -7.3872 -16.9121 -5.1743
H -9.6258 -12.9686 -4.5715
H -10.1783 -14.4795 -4.6373
C -3.4979 -11.2861 -2.6692
C -2.1781 -11.8880 -3.1625
O -2.3635 -13.0054 -4.0218
O -3.2378 -10.4014 -1.5937
H -4.0487 -12.1202 -2.2157
H -4.1224 -10.8371 -3.4428
H -1.5717 -12.2524 -2.3306
H -1.6621 -11.1150 -3.7420
H -2.2418 -12.6652 -4.9117
H -3.5573 -10.7448 -0.7605
C -2.8135 -18.0740 -3.7648
C -3.8518 -17.1421 -4.3526
O -3.8318 -15.8700 -3.7464
O -1.4934 -17.8198 -4.2389
H -3.1407 -19.0997 -3.9356
H -2.7638 -17.9475 -2.6771
H -4.8123 -17.6755 -4.3930
H -3.6466 -16.9269 -5.4101
H -4.0973 -15.2635 -4.4630
H -1.1568 -16.9852 -3.8473
C 1.1848 -21.8445 -3.9059
C 0.1652 -20.8299 -3.3533
O -0.7331 -20.4704 -4.3879
O 2.0903 -21.1938 -4.8091
H 0.6907 -22.6312 -4.4813
H 1.7281 -22.3627 -3.1136
H 0.5304 -19.9452 -2.8288
H -0.4164 -21.4063 -2.6214
H -0.9980 -19.5384 -4.2959
H 1.7247 -20.3156 -4.9490
C -6.9018 -15.1510 -1.6179
C -7.1973 -13.7657 -2.2229
O -7.7300 -12.9337 -1.1989
O -8.0450 -15.8194 -1.0875
H -6.2571 -14.9538 -0.7582
H -6.3387 -15.7318 -2.3499
H -7.7224 -13.6874 -3.1739
H -6.1743 -13.3801 -2.2875
H -8.6808 -13.0290 -1.0892
H -8.3684 -15.1871 -0.4348
C -3.8530 -18.6146 -7.7517
C -3.5753 -19.9047 -8.5485
O -4.5641 -20.1140 -9.5464
O -3.6290 -17.4687 -8.5670
H -3.1200 -18.5431 -6.9407
H -4.9271 -18.6611 -7.5559
H -3.5659 -20.7652 -7.8816
H -2.5959 -19.7587 -9.0136
H -4.5844 -19.3493 -10.1312
H -2.6520 -17.3364 -8.5658
C -3.6081 -13.7415 -7.1780
C -4.8721 -14.4739 -6.8313
O -5.1718 -14.2176 -5.4311
O -3.6892 -12.3277 -6.9819
H -3.4589 -13.8568 -8.2574
H -2.7672 -14.1944 -6.6569
H -4.8599 -15.5543 -6.9418
H -5.7146 -14.0155 -7.3592
H -5.1344 -13.2719 -5.2436
H -4.1118 -11.9365 -7.7510
C -4.0663 -18.3288 0.6792
C -4.7706 -17.4575 -0.3732
O -4.0485 -16.3005 -0.8056
O -2.8366 -18.8049 0.1059
H -4.7709 -19.1512 0.8092
H -3.8461 -17.7590 1.5850
H -5.7762 -17.1782 -0.0488
H -4.7509 -18.1078 -1.2542
H -4.4094 -16.1244 -1.6809
H -2.2997 -18.0274 0.3124
*
```

Mulliken population analysis, charges in e, atoms 1 to 4:
1. C -0.990
2. C 0.432
3. C -1.176
4. O -0.375